1.
# C18H34Cl14O3

8 unconnected molecules or ions with the total composition C18H34Cl14O3 at a distorted geometry (ωB97M-V/def2-TZVPD, the Open Molecules 2025 dataset).

The geometry in XYZ format:
```
69
Properties=species:S:1:pos:R:3:nbo_charge:R:1
Cl 18.3324 16.6269 8.8942 -0.053
C 16.7331 16.0039 9.3491 -0.394
C 16.0080 16.9852 10.2034 -0.379
Cl 14.3075 16.4298 10.3413 -0.067
H 16.7958 15.0905 9.9315 0.223
H 16.2277 15.7312 8.4366 0.228
H 15.9493 18.0031 9.8490 0.223
H 16.5726 17.0047 11.1598 0.223
Cl 9.4725 8.9848 14.6174 -0.059
C 7.9607 9.5253 13.8457 -0.409
C 7.3893 10.7856 14.3441 -0.386
Cl 8.1857 12.1772 13.5894 -0.085
H 7.2355 8.7246 14.1304 0.228
H 8.0590 9.5156 12.7576 0.242
H 7.4437 10.9306 15.4066 0.232
H 6.3305 10.8475 13.9983 0.232
Cl 7.0304 7.7812 10.7727 -0.042
C 8.5538 7.0716 10.3118 -0.407
C 9.7074 7.9278 10.7323 -0.423
Cl 9.5869 9.6006 10.3180 -0.038
H 8.6007 6.9489 9.2269 0.219
H 8.6077 6.0536 10.6444 0.232
H 10.5886 7.6028 10.1751 0.241
H 9.8422 7.8387 11.8177 0.227
Cl 17.1783 12.8186 7.0881 -0.065
C 17.6756 11.8606 8.5014 -0.409
C 18.5681 10.6762 8.2370 -0.378
Cl 20.2946 11.1400 7.8311 -0.067
H 16.7485 11.6016 9.0198 0.247
H 18.2351 12.5633 9.1338 0.224
H 18.0981 10.0239 7.5011 0.220
H 18.5394 9.9923 9.1081 0.228
Cl 14.2991 13.6068 14.8104 -0.079
C 14.6992 15.3366 14.9513 -0.384
C 15.3129 15.8348 13.7342 -0.383
Cl 16.8802 15.0237 13.3601 -0.080
H 15.3898 15.3638 15.8011 0.228
H 13.7853 15.8792 15.2009 0.232
H 15.5631 16.8515 13.9239 0.224
H 14.6800 15.6996 12.8857 0.241
Cl 10.6668 16.9122 16.1028 -0.031
C 10.4170 15.7797 14.8015 -0.421
C 9.9730 16.4914 13.5516 -0.363
Cl 11.3276 17.4007 12.7560 -0.088
H 9.5539 15.1432 15.0173 0.229
H 11.3317 15.1493 14.6974 0.227
H 9.2524 17.2311 13.8505 0.227
H 9.5831 15.8374 12.7908 0.222
Cl 12.5696 7.4982 7.9241 -0.077
C 13.2227 8.9171 8.7851 -0.393
C 14.4870 8.5405 9.5856 -0.367
Cl 14.1074 7.7724 11.2016 -0.095
H 12.4675 9.1147 9.5208 0.230
H 13.4890 9.7498 8.1473 0.233
H 15.0424 9.4626 9.7425 0.245
H 15.0444 7.7761 9.0541 0.220
C 11.0659 13.3380 10.2228 -0.640
C 11.9036 13.3077 11.5330 0.074
C 11.7315 11.9124 12.1812 -0.105
O 12.7557 11.1382 11.6123 -0.482
C 13.6140 11.9589 10.9835 0.984
O 14.5088 11.5960 10.3120 -0.612
O 13.2924 13.3172 11.1152 -0.497
H 9.9957 13.4762 10.3984 0.218
H 11.1293 12.3464 9.8467 0.212
H 11.4050 14.1328 9.5735 0.234
H 11.8289 14.0816 12.2974 0.199
H 10.8132 11.4182 11.9677 0.215
H 11.9982 12.0209 13.2106 0.193
```

Values from the calculation:
SMILES string = C[C@H]1COC(=O)O1.ClCCCl.ClCCCl.ClCCCl.ClCCCl.ClCCCl.ClCCCl.ClCCCl
E_tot = -7374.678760 hartree
Kohn-Sham gap = 10.9 eV

=====

2.
# C3H10S2

2 unconnected molecules or ions with the total composition C3H10S2 at a distorted geometry (ωB97M-V/def2-TZVPD, the Open Molecules 2025 dataset).

The geometry in XYZ format:
```
15
Properties=species:S:1:pos:R:3:nbo_charge:R:1
C -2.9994 -0.6950 -0.3686 -0.698
S -2.8349 0.8735 0.6672 -0.095
H -2.9827 -0.3018 -1.3766 0.222
H -3.9993 -1.0967 -0.2615 0.225
H -2.1144 -1.2767 -0.1149 0.222
H -3.0609 0.4339 1.9436 0.128
C 1.0291 -0.5820 -0.6617 -0.715
S 1.0748 0.6880 0.7048 0.139
C 2.8945 1.0489 0.5517 -0.724
H 1.6078 -1.4398 -0.2864 0.215
H -0.0005 -0.6751 -1.0162 0.225
H 1.6412 -0.1776 -1.4308 0.208
H 3.2955 1.1172 1.5471 0.222
H 3.0882 1.9330 -0.0387 0.216
H 3.3610 0.1501 0.1412 0.210
```

Values from the calculation:
SMILES string = CSC.CS
E_tot = -916.630954 hartree
Kohn-Sham gap = 9.3 eV

=====

3.
# C14H21N7

7 unconnected molecules or ions with the total composition C14H21N7 at a distorted geometry (ωB97M-V/def2-TZVPD, the Open Molecules 2025 dataset).

The geometry in XYZ format:
```
42
Properties=species:S:1:pos:R:3:nbo_charge:R:1
C 0.0930 5.8302 0.1066 -0.723
C -0.1624 7.2572 0.4954 0.296
N -0.4868 8.3757 0.7870 -0.354
H 1.0242 5.6829 -0.4404 0.246
H -0.6367 5.4404 -0.6031 0.255
H 0.2072 5.2285 1.0083 0.277
C -3.3095 -1.4135 3.5492 -0.742
C -3.2430 0.0544 3.9391 0.291
N -3.0778 1.2273 4.2082 -0.353
H -3.8225 -2.1267 4.1944 0.248
H -2.2847 -1.7766 3.4707 0.254
H -3.8567 -1.5459 2.6159 0.268
C 0.1129 -0.1676 1.3375 -0.819
C -0.0644 1.2802 0.9655 0.320
N -0.2620 2.3728 0.7217 -0.414
H -0.0860 -0.1180 2.4080 0.257
H 1.0243 -0.5895 0.9138 0.274
H -0.6791 -0.7753 0.8998 0.259
C -0.3807 -0.7968 -1.9353 -0.752
C -0.8513 -1.7624 -2.9606 0.307
N -1.2575 -2.4538 -3.8305 -0.358
H 0.2234 -0.0319 -2.4233 0.247
H 0.4143 -1.2723 -1.3608 0.279
H -1.1082 -0.4268 -1.2128 0.262
C 0.6781 3.1844 -2.6782 -0.721
C 0.3147 3.1435 -4.1466 0.287
N 0.0314 3.1713 -5.3372 -0.349
H 1.5649 3.8161 -2.6267 0.248
H 1.0926 2.2102 -2.4186 0.255
H -0.1173 3.5379 -2.0221 0.265
C 4.5492 -3.7244 0.8111 -1.063
C 3.4440 -3.0669 0.0952 0.149
N 2.5425 -2.5613 -0.4092 -0.451
H 4.9979 -4.3937 0.0770 0.239
H 4.1535 -4.3849 1.5826 0.216
H 5.1716 -2.9849 1.3149 0.238
C -0.6301 -4.6055 -0.3350 -0.806
C -1.5657 -3.5244 0.0041 0.315
N -2.3410 -2.7315 0.3042 -0.417
H 0.1573 -4.1255 -0.9161 0.278
H -1.0944 -5.4604 -0.8265 0.249
H -0.4789 -4.9924 0.6727 0.244
```

Values from the calculation:
<S²> = 0.750
E_tot = -929.208830 hartree
spin multiplicity = 2
Kohn-Sham gap (spin up / spin down) = 2.1 / 11.5 eV
charge = -1

=====

4.
# C22H18F9O2Pb

A molecular structure, C22H18F9O2Pb at a distorted geometry (ωB97M-V/def2-TZVPD, the Open Molecules 2025 dataset).

The geometry in XYZ format:
```
52
Properties=species:S:1:pos:R:3:nbo_charge:R:1
C 0.7211 -1.8963 1.9847 -0.271
C -0.6730 -1.9229 1.9074 -0.300
C -1.0886 -2.1708 0.5524 -0.338
H -1.4537 -1.5231 2.5304 0.218
C 0.1269 -2.4173 -0.1929 -0.481
C 1.2796 -2.1249 0.6656 -0.446
H 2.3709 -2.0955 0.3824 0.223
H 1.4282 -1.4782 2.6830 0.207
H -2.1556 -2.2570 0.1972 0.227
H 0.1934 -2.8050 -1.2164 0.217
C -1.1832 2.2200 0.3643 -0.283
C -1.1463 1.8944 1.7439 -0.278
C 0.2387 1.8597 2.1691 -0.071
H -1.9472 1.3498 2.2469 0.238
C 1.0978 2.0773 0.9756 -0.471
C 0.1827 2.4880 -0.0729 -0.353
H 0.4759 2.8728 -1.0629 0.233
H -2.1217 2.3248 -0.2260 0.246
H 0.8875 1.8767 3.0533 0.238
H 2.2186 2.1336 1.0127 0.238
Pb 0.4057 0.0319 -0.0663 1.399
O -1.1161 0.3069 -1.8152 -0.937
C -1.1987 -0.8197 -2.6849 -0.167
C 0.0231 -0.9755 -3.5031 -0.108
H -1.4736 -1.7801 -2.1776 0.161
H -2.0249 -0.2956 -3.1865 0.201
H 0.7776 -1.6849 -3.1520 0.185
H 0.9534 -2.0185 -5.6930 0.206
C 0.7479 -0.9457 -5.8047 -0.229
C 0.2257 -0.2458 -4.6703 -0.085
C -0.0829 1.1546 -4.8190 -0.217
H -0.4515 1.7055 -3.9422 0.244
C 0.1275 1.7842 -6.0403 -0.207
H -0.0989 2.8507 -6.1378 0.204
C 0.6180 1.0678 -7.1496 -0.270
H 0.7680 1.5749 -8.1082 0.201
C 0.9165 -0.3019 -7.0200 -0.169
H 1.2930 -0.8652 -7.8775 0.193
F -0.8374 2.3497 4.2036 -0.317
C -1.0295 1.0518 4.6097 0.981
F -0.9720 1.0566 5.9390 -0.323
F -2.2946 0.7634 4.1619 -0.321
C 0.0381 -0.0169 4.1249 0.039
O -0.0100 0.0955 2.8227 -0.698
C 1.5298 0.1206 4.5962 0.963
F 1.4970 0.6124 5.8397 -0.319
F 2.1538 -1.0914 4.5909 -0.318
F 2.3730 0.9212 3.8542 -0.323
C -0.4772 -1.3955 4.6900 0.980
F -0.1507 -1.3183 5.9949 -0.329
F -1.8162 -1.5985 4.5391 -0.316
F 0.1346 -2.5001 4.1837 -0.297
```

Values from the calculation:
E_tot = -2090.923321 hartree
Kohn-Sham gap (spin up / spin down) = 5.6 / 5.9 eV
charge = -1

=====

5.
# C8H28BClHgO10P2

A molecular structure, C8H28BClHgO10P2 at a distorted geometry (ωB97M-V/def2-TZVPD, the Open Molecules 2025 dataset).

The geometry in XYZ format:
```
51
Properties=species:S:1:pos:R:3:nbo_charge:R:1
Hg 26.4676 -10.3933 -10.3565 1.629
Cl 28.5784 -10.3467 -11.8401 -0.824
B 26.5214 -8.5934 -8.6921 -0.947
H 26.4113 -9.4769 -7.9420 -0.012
H 27.4964 -8.7191 -9.3270 0.003
H 25.6018 -8.5208 -9.4009 -0.020
H 26.6561 -7.6064 -8.1037 0.065
C 29.8808 -12.9268 -9.8744 -0.258
O 29.2871 -13.6875 -8.8106 -0.823
P 27.9759 -13.0966 -8.0951 2.608
O 27.1736 -12.1086 -8.8480 -1.157
O 27.1128 -14.3719 -7.6747 -0.812
C 27.6934 -15.6828 -7.6164 -0.252
O 28.5658 -12.4785 -6.7469 -0.803
C 27.6677 -11.6339 -6.0280 -0.277
H 30.9108 -13.1966 -10.1082 0.199
H 30.0179 -11.8861 -9.5699 0.209
H 29.2435 -12.9891 -10.7500 0.204
H 27.1500 -16.3308 -8.3049 0.185
H 27.5807 -16.0667 -6.6049 0.191
H 28.7355 -15.7254 -7.9227 0.208
H 27.6960 -10.6200 -6.4414 0.221
H 28.0558 -11.4131 -5.0308 0.195
H 26.6417 -11.9913 -5.9896 0.189
C 25.0794 -10.0682 -14.4921 -0.269
O 24.6370 -8.7502 -14.2084 -0.801
P 25.1655 -8.0198 -12.8928 2.623
O 25.4472 -8.8990 -11.7447 -1.184
O 26.4372 -7.2668 -13.4591 -0.805
C 27.3597 -6.7022 -12.5041 -0.262
O 24.1528 -6.8180 -12.6389 -0.799
C 22.9911 -6.9355 -11.8466 -0.247
H 24.1720 -10.6949 -14.5258 0.172
H 25.5429 -10.5972 -13.6530 0.217
H 25.6267 -10.1678 -15.4215 0.201
H 27.2674 -7.1882 -11.5345 0.220
H 27.1757 -5.6308 -12.4472 0.180
H 28.3870 -6.8202 -12.8390 0.205
H 22.7789 -7.9881 -11.6149 0.172
H 22.1186 -6.4871 -12.3139 0.196
H 23.1453 -6.5221 -10.8459 0.199
C 24.5769 -12.8580 -11.3289 -0.102
C 23.6023 -11.7842 -10.8379 -0.094
O 24.2183 -11.0088 -9.7880 -0.745
O 25.8375 -12.2562 -11.6849 -0.752
H 24.1804 -13.5406 -12.0827 0.191
H 24.7613 -13.5814 -10.5266 0.184
H 22.6997 -12.1950 -10.3804 0.190
H 23.2895 -11.1185 -11.6471 0.178
H 23.5877 -10.3191 -9.5496 0.501
H 26.3514 -12.8953 -12.1921 0.508
```

Values from the calculation:
E_tot = -2395.270051 hartree
Kohn-Sham gap = 8.6 eV